Entry 1:
Below is a structure of composition C5H7O4Sc, with properties calculated with wB97M-V/def2-TZVPD.

The geometry in XYZ format:
```
17
Properties=species:S:1:pos:R:3
O 1.116 -1.266 0.168
C 3.547 1.226 -0.463
O 2.420 1.352 -0.580
O -0.709 1.633 0.824
C -1.569 1.485 -0.332
C -2.390 0.235 -0.196
O -1.500 -0.910 -0.462
C -1.203 -1.855 0.553
C 0.231 -2.329 0.296
Sc 0.293 0.429 -0.358
H -2.221 2.361 -0.511
H -3.210 0.188 -0.930
H -2.800 0.074 0.824
H -1.912 -2.701 0.532
H -1.267 -1.369 1.541
H 0.220 -2.956 -0.621
H 0.511 -3.002 1.132
```

Computed properties:
F_max	1.82	eV/A
molecular weight	176.1	g/mol
2S+1	1
LUMO	-0.243	eV
frontier orbital gap	0.250	Eh

---

Entry 2:
Below is the molecule C17H21FN2O4, with properties calculated with wB97M-V/def2-TZVPD.

The geometry in XYZ format:
```
45
Properties=species:S:1:pos:R:3
C -6.528 -3.403 -0.488
C -5.868 -2.114 -0.012
C -6.832 -0.932 -0.090
C -6.296 0.363 0.524
C -5.071 0.940 -0.194
C -3.751 0.554 0.469
C -2.572 1.083 -0.307
O -2.625 1.636 -1.383
N -1.364 0.909 0.307
O -1.258 0.235 1.518
C -0.126 1.264 -0.339
C 0.621 2.454 0.260
C 2.076 2.052 0.207
O 3.037 2.744 0.386
N 2.122 0.680 -0.055
C 3.331 -0.066 -0.052
C 3.396 -1.279 0.623
C 4.571 -2.006 0.617
C 5.668 -1.499 -0.057
F 6.816 -2.202 -0.059
C 5.620 -0.290 -0.728
C 4.439 0.428 -0.729
C 0.881 0.122 -0.260
O 0.626 -1.052 -0.336
H -6.866 -3.299 -1.517
H -7.389 -3.644 0.132
H -5.828 -4.234 -0.439
H -4.993 -1.917 -0.634
H -5.534 -2.241 1.021
H -7.091 -0.751 -1.135
H -7.754 -1.202 0.433
H -6.057 0.193 1.576
H -7.102 1.099 0.491
H -5.056 0.610 -1.234
H -5.130 2.029 -0.209
H -3.653 -0.532 0.537
H -3.701 0.949 1.486
H -1.062 -0.701 1.329
H -0.393 1.445 -1.389
H 0.453 3.394 -0.262
H 0.338 2.592 1.307
H 2.531 -1.657 1.144
H 4.645 -2.951 1.130
H 6.495 0.075 -1.241
H 4.381 1.372 -1.246
```

Computed properties:
F_max	0.73	eV/A
molecular weight	336.4	g/mol
2S+1	1
LUMO	0.463	eV
energy relative to the best compared isomer or geometry (same formula, charge and spin)	0.067	eV
frontier orbital gap	0.360	Eh

---

Entry 3:
Below is a structure of composition C21H30AlCl2N2O2, with properties calculated with wB97M-V/def2-TZVPD.

The geometry in XYZ format:
```
58
Properties=species:S:1:pos:R:3
Al 0.096 -0.002 0.499
Cl 1.898 -0.083 -0.745
N 0.338 2.027 0.688
N 0.257 -2.057 0.713
C -0.248 2.821 -0.185
C -0.324 -2.850 -0.165
C 1.291 2.874 1.464
C 1.541 4.004 0.476
C 2.527 2.101 1.871
C 0.619 3.441 2.711
H 3.003 1.653 0.995
H 2.259 1.310 2.586
H 3.218 2.794 2.370
H -0.303 3.983 2.459
H 1.315 4.148 3.183
H 0.392 2.649 3.428
C 1.172 -2.899 1.529
C 1.416 -4.056 0.569
C 0.468 -3.423 2.777
C 2.415 -2.144 1.952
H 2.917 -1.715 1.080
H 3.083 -2.843 2.474
H 2.149 -1.337 2.650
H -0.492 -3.895 2.529
H 0.308 -2.618 3.499
H 1.112 -4.179 3.248
O 0.260 -4.020 -0.339
H 1.433 -5.049 1.039
H 2.325 -3.913 -0.032
O 0.362 3.971 -0.410
H 2.437 3.840 -0.137
H 1.584 5.009 0.925
C -1.543 2.521 -0.872
C -1.576 -2.524 -0.916
C -1.487 -1.235 -1.678
H -2.363 -2.446 -0.140
H -1.813 -3.375 -1.562
C -1.517 -0.003 -0.923
C -1.481 1.249 -1.653
H -2.171 -0.004 -0.028
C -1.508 1.249 -3.041
C -1.480 0.033 -3.725
C -1.618 2.519 -3.843
C -1.515 -1.200 -3.067
H -1.504 0.043 -4.812
C -1.636 -2.457 -3.881
H -1.681 -2.189 -4.940
H -2.552 -3.012 -3.641
H -0.780 -3.121 -3.721
H -2.532 3.080 -3.610
H -1.658 2.255 -4.906
H -0.759 3.180 -3.681
H -1.805 3.375 -1.503
H -2.282 2.437 -0.057
Cl -2.042 0.971 2.514
C -0.666 -0.073 2.346
H 0.126 0.269 3.023
H -0.986 -1.084 2.617
```

Computed properties:
F_max	4.13	eV/A
molecular weight	440.4	g/mol
2S+1	1
LUMO (alpha / beta)	2.667 / 2.667	eV
frontier orbital gap (alpha / beta)	0.109 / 0.109	Eh
total charge	-1